Record 1
C3FO2 | ωB97M-V/def2-TZVPD

Computed properties:
2S+1: 3
Largest force on an atom (hartree/bohr): 0.0536
Charge: -1
Frontier orbital gap (alpha / beta) (eV): 6.653 / 8.250
LUMO (alpha / beta) (eV): 4.392 / 4.096

Each line ends with the Löwdin spin population.
Geometry (Å):
C -0.009 -0.242 0.651  0.48
C -1.729 0.822 0.094  0.99
C 1.218 0.026 -0.067  0.07
O 2.211 0.612 -0.350  0.01
O 0.504 -1.017 -0.572  0.21
F -2.408 -0.204 -0.357  0.25



Record 2
C3H10AlBClF4NO3P | ωB97M-V/def2-TZVPD

Computed properties:
Largest force on an atom (hartree/bohr): 0.0197
Energy above the lowest of the compared OMol25 structures with the same formula, charge and spin (kcal per mole): 0.0
Charge: -1
Frontier orbital gap (eV): 8.582
LUMO (eV): 2.511

Each line ends with the Mulliken charge.
Geometry (Å):
C 3.634 -0.701 0.844  -1.27
C 2.778 -1.336 -0.251  0.45
O 2.786 -0.621 -1.451  -0.52
C 1.337 -1.634 0.245  -0.80
O 0.303 -1.280 -0.686  -0.56
B -0.379 -0.161 -0.211  0.67
N -1.601 -0.280 0.546  -0.38
P 0.504 1.538 -0.526  0.02
O -0.657 2.610 -0.135  -0.32
Cl 0.437 1.631 -2.613  -0.26
H 3.941 0.289 0.539  0.34
H 4.533 -1.269 1.025  0.32
H 3.099 -0.628 1.777  0.34
H 3.217 -2.303 -0.468  0.29
H 3.103 0.279 -1.304  0.30
H 1.163 -1.133 1.197  0.37
H 1.245 -2.696 0.407  0.26
H -2.210 -0.992 0.148  0.27
H -1.339 -0.659 1.455  0.19
H -0.320 3.475 -0.428  0.31
F -6.803 1.287 -0.077  -0.40
Al -5.110 1.180 -0.022  0.67
F -4.476 1.456 -1.571  -0.42
F -4.671 -0.387 0.491  -0.43
F -4.515 2.333 1.067  -0.42



Record 3
C3H10BN | ωB97M-V/def2-TZVPD

Computed properties:
Structure (SMILES): CNB(C)C
Largest force on an atom (hartree/bohr): 0.0815
Energy above the lowest of the compared OMol25 structures with the same formula, charge and spin (kcal per mole): 7.3
Frontier orbital gap (eV): 10.440
LUMO (eV): 0.675

Each line ends with the Mulliken charge.
Geometry (Å):
B 0.464 -0.243 0.055  0.19
C 1.736 -1.107 -0.217  -0.89
C 0.260 0.537 1.445  -0.95
C -1.830 0.694 -0.783  -0.99
N -0.729 -0.305 -0.675  -0.34
H 1.547 -2.102 -0.687  0.28
H 2.402 -1.232 0.669  0.26
H 2.350 -0.542 -0.939  0.31
H -0.686 1.028 1.520  0.26
H 1.171 1.295 1.512  0.26
H 0.550 -0.146 2.215  0.34
H -2.372 0.359 -1.600  0.37
H -2.505 0.769 0.033  0.35
H -1.591 1.744 -0.924  0.33
H -0.767 -0.752 -1.623  0.22



Record 4
C3H10BNO | ωB97M-V/def2-TZVPD

Computed properties:
Structure (SMILES): CCCB(N)O
Largest force on an atom (hartree/bohr): 0.0649
Energy above the lowest of the compared OMol25 structures with the same formula, charge and spin (kcal per mole): 0.0
Frontier orbital gap (eV): 10.400
LUMO (eV): 0.450

Each line ends with the Mulliken charge.
Geometry (Å):
B -1.539 -0.059 0.017  0.43
C 2.447 0.303 -0.301  -1.15
C -0.033 0.331 0.571  -0.78
C 0.910 0.031 -0.523  -0.05
N -2.155 -1.153 0.648  -0.35
O -2.132 0.738 -0.890  -0.51
H 3.047 -0.528 0.068  0.28
H 2.649 1.051 0.532  0.30
H 3.075 0.895 -1.012  0.32
H 0.088 0.010 1.658  0.26
H -0.087 1.429 0.588  0.20
H 0.494 0.642 -1.379  0.20
H 0.950 -1.096 -0.690  0.17
H -1.670 -1.606 1.417  0.22
H -3.130 -1.310 0.510  0.16
H -2.912 0.323 -1.212  0.28



Record 5
C3H10BORb | ωB97M-V/def2-TZVPD

Computed properties:
Largest force on an atom (hartree/bohr): 0.0908
Energy above the lowest of the compared OMol25 structures with the same formula, charge and spin (kcal per mole): 0.0
Frontier orbital gap (eV): 7.810
LUMO (eV): -0.476

Each line ends with the Mulliken charge.
Geometry (Å):
Rb 0.493 -1.542 -1.407  0.74
B 3.436 -2.436 -1.709  0.51
H 2.786 -2.991 -1.050  -0.39
H 3.721 -1.479 -1.300  -0.25
H 4.328 -3.011 -1.898  -0.24
H 2.857 -2.248 -2.600  -0.41
C -3.055 1.330 1.120  -0.99
C -1.682 0.781 0.736  0.72
O -1.545 -0.351 0.282  -0.57
C -0.563 1.726 1.027  -0.97
H -3.401 1.805 0.202  0.29
H -3.075 2.093 1.898  0.33
H -3.502 0.421 1.522  0.33
H -0.268 1.739 2.076  0.29
H -0.816 2.732 0.692  0.34
H 0.285 1.432 0.409  0.27



Record 6
C3H10FN2 | ωB97M-V/def2-TZVPD

Computed properties:
Structure (SMILES): C[C@@](N)(F)C[NH3+]
Largest force on an atom (hartree/bohr): 0.1106
Energy above the lowest of the compared OMol25 structures with the same formula, charge and spin (kcal per mole): 13.2
Charge: +1
Frontier orbital gap (eV): 10.979
LUMO (eV): -3.881

Each line ends with the Mulliken charge.
Geometry (Å):
C 0.365 0.133 1.652  -1.36
C 0.029 -0.036 -1.048  -1.03
C -0.142 -0.679 0.313  1.10
N 0.241 -1.979 0.428  -0.55
N -0.516 1.309 -1.315  -0.25
F -1.676 -0.374 0.472  -0.46
H -0.273 0.780 2.125  0.37
H 1.316 0.602 1.328  0.34
H 0.702 -0.697 2.324  0.41
H -0.500 -0.718 -1.722  0.40
H 1.088 -0.021 -1.241  0.42
H 0.008 -2.393 1.301  0.25
H -0.008 -2.637 -0.310  0.26
H -1.564 1.418 -1.586  0.40
H 0.074 1.664 -2.055  0.39
H -0.463 1.961 -0.560  0.33